Density functional theory data (wB97M-V/def2-TZVPD) for an isolated molecule of C3H6N2OS2 in a non-equilibrium geometry.

Last columns: bonded neighbours and bond lengths (Å).
Cartesian coordinates (Å):
1 C 2.504 0.758 0.003  O2 1.405, H9 1.126, H10 1.004, H11 1.199
2 O 2.619 -0.642 0.006  C1 1.405, C3 1.351
3 C 1.352 -1.110 0.058  O2 1.351, N4 1.280, H12 1.156
4 N 0.376 -0.282 0.063  C3 1.280, S5 1.754
5 S -1.192 -1.004 -0.247  N4 1.754, C6 1.837
6 C -1.989 0.645 -0.090  S5 1.837, N7 1.306, H13 1.143
7 N -3.275 0.858 -0.165  C6 1.306, S8 1.729
8 S -4.413 -0.413 0.111  N7 1.729, H14 1.306
9 H 2.109 1.085 1.005  C1 1.126
10 H 2.049 1.236 -0.754  C1 1.004
11 H 3.606 1.222 0.087  C1 1.199
12 H 1.179 -2.249 -0.038  C3 1.156
13 H -1.183 1.411 -0.357  C6 1.143
14 H -3.742 -1.515 0.315  S8 1.306

SMILES: CO/C=N/S/C=N\S
Highest occupied orbital energy, Ha: -0.3172
Spin multiplicity: 1
Energy above the lowest of the compared OMol25 structures with the same formula, charge and spin, kJ/mol: 388.6